The following is a DFT calculation (wB97M-V/def2-TZVPD) of a structure of composition C6H3MnO5 in a non-equilibrium geometry.

Lowest unoccupied orbital energy (alpha / beta) in eV: -15.49 / -15.92
DFT total energy in eV: -47789.4042
Kohn-Sham gap (alpha / beta) in eV: 4.884 / 4.437

```
! wB97M-V def2-TZVPD RIJCOSX def2/J DEFGRID3
* xyz 3 6
C 1.918 -0.827 0.099
C 0.508 -1.338 0.346
O -0.132 -3.453 -0.946
C 0.118 -2.524 -0.385
O 2.088 0.361 -0.062
H 2.731 -1.565 0.000
Mn 3.305 1.752 -0.360
O -1.891 1.323 1.010
C -1.811 1.299 -0.366
C -1.089 0.368 1.505
O -2.344 2.061 -1.098
O -0.944 0.322 -0.694
C -0.578 -0.337 0.465
H -1.021 0.228 2.580
H 0.323 -1.628 1.483
*
```

The following is a DFT calculation (wB97M-V/def2-TZVPD) of an isolated molecule of C6H3N in a non-equilibrium geometry.

SMILES string: CC1=C=C=C=C=N1
Lowest unoccupied orbital energy (alpha / beta) in eV: -1.15 / -1.39
DFT total energy in eV: -7752.1288
Kohn-Sham gap (alpha / beta) in eV: 8.599 / 8.186

```
! wB97M-V def2-TZVPD RIJCOSX def2/J DEFGRID3
* xyz 0 1
C 1.594 0.011 -0.026
C 0.123 0.080 0.112
C -0.585 1.245 0.178
C -1.952 1.088 0.127
C -2.467 -0.060 0.015
C -1.821 -1.183 -0.223
N -0.532 -1.106 -0.221
H 1.950 0.215 1.024
H 1.890 0.847 -0.686
H 1.800 -1.138 -0.299
*
```

The following is a DFT calculation (wB97M-V/def2-TZVPD) of a structure of composition C6H3N2O2 in a non-equilibrium geometry.

Lowest unoccupied orbital energy in eV: 4.03
DFT total energy in eV: -13342.2262
Kohn-Sham gap in eV: 7.811

```
! wB97M-V def2-TZVPD RIJCOSX def2/J DEFGRID3
* xyz -1 1
C 1.213 -0.115 0.260
C 0.278 1.491 -0.837
C 0.169 -0.597 -0.431
C -0.500 -1.666 -1.199
C -1.258 -0.694 -1.867
C 1.194 -1.843 -2.267
N 1.236 1.307 0.042
N -0.436 0.406 -1.137
O 1.539 -0.762 -2.663
O 1.407 -2.983 -2.076
H 1.977 -0.700 0.996
H 0.019 2.372 -1.367
H -0.636 -2.745 -1.132
*
```

The following is a DFT calculation (wB97M-V/def2-TZVPD) of an isolated molecule of C6H4 in a non-equilibrium geometry.

SMILES string: C#CC=C=C=C
Lowest unoccupied orbital energy (alpha / beta) in eV: -0.91 / -0.91
DFT total energy in eV: -6279.7512
Kohn-Sham gap (alpha / beta) in eV: 7.737 / 7.737

```
! wB97M-V def2-TZVPD RIJCOSX def2/J DEFGRID3
* xyz 0 1
C -1.835 -1.850 1.253
C -1.051 -0.938 1.618
C 0.166 -0.340 1.304
C 0.046 0.077 0.018
C 0.534 0.571 -1.047
C 1.259 1.127 -2.005
H -2.936 -1.901 1.176
H 0.634 0.279 2.105
H 1.197 1.312 -3.050
H 1.986 1.664 -1.373
*
```

The following is a DFT calculation (wB97M-V/def2-TZVPD) of a cluster of 14 separate species, C6H40O14 in total in a non-equilibrium geometry.

Lowest unoccupied orbital energy in eV: 0.12
DFT total energy in eV: -35538.1249
Kohn-Sham gap in eV: 10.128

```
! wB97M-V def2-TZVPD RIJCOSX def2/J DEFGRID3
* xyz 0 1
C -2.188 1.245 -0.483
O -2.550 0.379 -1.528
C -0.726 1.694 -0.698
C 0.142 1.566 0.572
C 1.387 2.444 0.428
C 0.539 0.095 0.788
C 1.116 -0.129 2.175
H -2.454 0.821 0.474
H -2.898 2.142 -0.578
H -2.376 -0.635 -1.266
H -0.335 1.099 -1.510
H -0.698 2.728 -1.007
H -0.417 1.925 1.494
H 1.994 2.158 -0.444
H 2.010 2.348 1.289
H 1.123 3.556 0.292
H 1.255 -0.210 -0.002
H -0.361 -0.530 0.623
H 1.349 -1.132 2.335
H 0.403 0.172 2.994
H 2.018 0.484 2.392
H -2.634 2.038 2.536
H -2.171 3.138 1.405
O -2.608 3.015 2.327
H -2.343 -2.869 -0.980
H -1.024 -2.122 -0.944
O -1.939 -2.101 -0.662
H 0.801 -2.222 -3.406
H 0.315 -1.030 -4.314
O 1.058 -1.672 -4.161
H -2.072 -0.450 2.601
H -2.912 0.172 3.670
O -2.324 0.410 3.000
H -1.615 0.464 -2.949
H -1.719 0.911 -4.415
O -1.109 0.624 -3.759
H -1.958 -2.020 1.061
H -1.074 -2.609 2.192
O -1.885 -2.013 2.029
H 3.299 -0.518 -0.931
H 3.540 -0.071 0.461
O 3.689 -0.797 -0.142
H 0.853 2.773 -2.734
H 0.228 1.598 -3.467
O 1.088 2.063 -3.259
H -1.042 1.414 3.732
H -1.192 2.980 3.677
O -0.608 2.254 3.980
H 2.842 -2.160 0.228
H 2.827 -3.680 0.105
O 2.247 -2.991 0.324
H 0.930 -1.294 -1.748
H 1.091 -2.598 -0.900
O 0.546 -2.166 -1.577
H 1.030 -3.375 1.501
H 0.833 -3.741 2.951
O 0.335 -3.516 2.135
H 1.936 0.779 -2.497
H 2.221 -0.667 -3.148
O 2.187 -0.174 -2.263
*
```

The following is a DFT calculation (wB97M-V/def2-TZVPD) of a cluster of 16 separate species, C6H40O15 in total in a non-equilibrium geometry.

Lowest unoccupied orbital energy in eV: -0.37
DFT total energy in eV: -37576.4433
Kohn-Sham gap in eV: 8.848

```
! wB97M-V def2-TZVPD RIJCOSX def2/J DEFGRID3
* xyz 0 1
C 1.595 -2.191 1.208
C 1.710 -0.692 0.796
C 0.526 0.143 1.097
C -0.644 -0.376 0.618
C 0.088 2.006 2.715
C 0.762 1.518 1.689
H 1.823 -2.779 0.305
H 0.623 -2.449 1.542
H 2.400 -2.536 1.779
H 1.987 -0.553 -0.247
H 2.618 -0.259 1.262
H -1.648 -0.153 0.979
H -0.794 -1.378 0.200
H 0.206 2.947 3.239
H -0.843 1.478 2.953
H 1.589 2.127 1.314
H -1.317 -1.145 3.462
H -2.336 -1.914 4.163
O -2.340 -1.111 3.639
H -3.110 0.318 3.065
H -4.247 1.116 3.108
O -3.715 0.773 2.485
H -0.710 -4.124 1.080
H -1.237 -5.003 1.892
O -0.665 -4.361 2.124
H 0.117 3.334 -1.705
H 1.072 4.399 -2.249
O 0.716 3.925 -1.444
H 3.259 1.853 -4.010
H 3.835 0.904 -3.078
O 3.429 1.852 -3.165
H 3.460 2.894 -1.742
H 3.283 3.902 -0.481
O 3.910 3.494 -1.286
H -1.193 -3.736 -2.040
H -0.230 -4.706 -2.133
O -1.157 -4.662 -2.097
H 3.306 -1.920 -1.968
H 4.161 -1.484 -0.956
O 4.162 -2.106 -1.703
H -3.570 1.998 -0.482
H -2.223 1.125 0.405
O -2.608 1.482 -0.541
H 0.907 0.031 3.921
H 0.771 0.707 5.241
O 1.292 0.271 4.750
H 0.076 -1.714 -2.643
H -0.131 -2.559 -4.142
O 0.218 -2.583 -3.179
H -2.143 -4.999 -0.179
H -2.940 -3.848 -0.731
O -2.716 -4.219 0.161
H -1.733 3.630 -3.657
H -2.787 3.306 -2.718
O -1.827 3.162 -2.821
H -0.282 1.006 -3.067
H 0.322 -0.073 -3.875
O -0.012 0.045 -2.980
H -1.560 4.805 0.801
H -1.400 4.416 -0.607
O -2.107 4.663 -0.065
*
```

The following is a DFT calculation (wB97M-V/def2-TZVPD) of a cluster of 14 separate species, C6H41NO13S in total in a non-equilibrium geometry.

Lowest unoccupied orbital energy in eV: -0.08
DFT total energy in eV: -45828.3171
Kohn-Sham gap in eV: 8.741

```
! wB97M-V def2-TZVPD RIJCOSX def2/J DEFGRID3
* xyz 0 1
C 0.131 -0.315 -0.026
C -0.288 -1.525 -0.852
C 0.400 -2.832 -0.574
S 1.853 -3.209 -1.608
C -1.057 0.128 0.946
N -0.744 1.569 1.208
C -1.202 2.423 0.120
C -1.403 1.878 2.520
H 0.960 -0.457 0.697
H 0.269 0.552 -0.681
H -0.246 -1.367 -1.915
H -1.393 -1.657 -0.830
H 0.788 -2.941 0.452
H -0.398 -3.573 -0.663
H 1.049 -3.485 -2.655
H -2.015 0.214 0.401
H -1.152 -0.543 1.817
H -1.171 3.499 0.463
H -2.245 2.321 -0.182
H -0.451 2.578 -0.681
H -2.313 1.296 2.868
H -0.768 1.591 3.363
H -1.507 2.980 2.391
H -1.831 0.060 -3.222
H -2.483 -0.302 -4.435
O -2.421 -0.650 -3.524
H 2.321 0.848 2.980
H 1.247 0.405 2.183
O 2.197 0.553 2.042
H -4.441 0.650 -2.730
H -3.185 0.995 -2.053
O -4.133 1.029 -1.893
H 3.570 0.538 0.195
H 2.805 0.379 -1.116
O 3.544 0.017 -0.615
H -0.038 2.635 -3.789
H -0.681 2.544 -2.336
O -0.717 2.213 -3.243
H 1.131 1.370 4.912
H 1.535 -0.085 4.541
O 1.891 0.808 4.736
H 0.283 -1.516 4.187
H -0.994 -1.108 5.026
O -0.301 -0.780 4.447
H 1.079 2.770 1.307
H 2.445 3.512 1.200
O 1.524 3.559 0.930
H 1.319 3.885 -1.778
H 0.896 4.133 -0.324
O 0.505 4.044 -1.276
H 0.363 0.393 -2.732
H 1.051 -0.684 -3.512
O 1.137 0.253 -3.285
H -1.328 -2.771 -3.390
H -0.946 -2.084 -4.778
O -0.878 -2.876 -4.227
H -4.151 -1.887 1.653
H -2.853 -1.477 2.449
O -3.548 -2.129 2.362
H 2.080 -2.704 4.002
H 2.422 -1.948 2.697
O 1.748 -2.039 3.382
*
```

The following is a DFT calculation (wB97M-V/def2-TZVPD) of a cluster of 14 separate species, C6H44N2O13 in total in a non-equilibrium geometry.

Lowest unoccupied orbital energy in eV: -4.74
DFT total energy in eV: -36518.1370
Kohn-Sham gap in eV: 11.216

```
! wB97M-V def2-TZVPD RIJCOSX def2/J DEFGRID3
* xyz 2 1
C -0.879 1.325 -2.599
C 0.356 0.611 -2.030
C 0.043 -0.532 -1.150
C -0.104 -0.018 0.317
C 1.131 0.713 0.893
C 1.869 -0.373 1.835
N 1.164 -0.533 3.216
N 1.274 0.119 -3.217
H -1.035 1.169 -3.693
H -0.831 2.366 -2.440
H -1.886 0.959 -2.196
H 1.060 1.343 -1.409
H -0.793 -1.062 -1.416
H 0.649 -1.382 -1.340
H -0.213 -0.970 0.895
H -1.139 0.369 0.314
H 1.763 0.880 0.057
H 0.879 1.646 1.384
H 2.142 -1.346 1.414
H 2.845 0.015 1.897
H 1.352 0.383 3.729
H 1.650 -1.327 3.833
H 0.221 -0.704 2.910
H 0.935 0.464 -4.086
H 2.251 0.475 -2.873
H 1.351 -0.921 -3.245
H 3.455 4.409 -1.904
H 2.187 3.822 -1.443
O 3.025 3.619 -1.904
H -1.170 -2.512 3.572
H -0.705 -3.154 2.178
O -0.361 -2.563 2.921
H -0.111 2.748 3.453
H 0.338 2.743 4.985
O 0.489 2.368 4.086
H -0.647 4.328 -0.091
H 0.705 4.609 0.607
O 0.302 4.243 -0.136
H -3.163 2.056 4.118
H -3.496 0.760 3.609
O -2.655 1.101 4.013
H 3.661 -4.179 1.327
H 2.454 -4.652 2.144
O 2.706 -3.981 1.454
H 1.950 -4.047 -0.031
H 1.757 -5.256 -1.135
O 1.643 -4.312 -0.849
H 3.459 2.389 -3.041
H 4.386 1.031 -3.152
O 3.533 1.487 -3.463
H -0.601 -4.059 -0.197
H -0.746 -5.299 0.538
O -1.132 -4.393 0.477
H 0.626 -3.462 -3.721
H 1.651 -3.273 -2.488
O 1.050 -2.926 -3.080
H -3.926 4.987 -0.283
H -2.684 4.224 -0.767
O -3.041 5.056 -0.615
H -4.040 -0.359 -1.901
H -4.129 -0.595 -0.470
O -3.487 -0.446 -1.162
H -6.918 -0.065 0.050
H -5.665 -0.849 0.677
O -5.995 -0.024 0.263
*
```